Record 1
DFT (ωB97M-V with the def2-TZVPD basis set) results for C15H15Cl2N3O4 in the gas phase in a non-equilibrium geometry.

```
! RIJCOSX wB97M-V def2-TZVPD def2/J DEFGRID3
* xyz 0 1
O -3.91 7.15 -1.17
O -2.95 4.50 -3.14
Cl 0.66 2.43 2.09
Cl -1.21 -0.24 -2.09
N -0.56 -1.33 1.41
O -3.46 7.20 -3.47
O 0.70 0.33 0.14
C -3.53 6.54 -2.20
C -3.12 5.14 -2.09
C 0.51 -0.93 0.67
C 1.66 -1.85 0.48
C 1.76 -3.02 1.16
C -1.22 3.39 0.55
C -2.00 2.23 -1.44
C -0.44 2.38 0.82
C -1.25 1.19 -1.12
C -0.34 1.24 -0.03
C -2.04 3.36 -0.64
N -2.86 4.50 -0.85
N -0.59 -2.57 1.97
C 0.62 -3.36 2.21
C 2.32 -5.40 0.67
C 3.95 -3.80 -0.19
C 2.89 -4.06 0.96
H -3.65 8.13 -3.42
H 2.36 -1.63 -0.38
H -1.25 4.14 1.30
H -2.43 2.15 -2.44
H -3.16 4.96 -0.03
H -1.46 -2.86 2.46
H 1.00 -3.24 3.22
H 0.37 -4.36 2.22
H 2.40 -5.92 1.66
H 1.23 -5.23 0.31
H 2.84 -5.85 -0.09
H 4.60 -4.74 -0.43
H 4.67 -3.06 0.10
H 3.48 -3.52 -1.11
H 3.40 -4.01 1.91
*
```

Values from the calculation:
strongest force on any atom	6.7	eV/Å
highest occupied orbital energy	-7.43	eV
gap between HOMO and LUMO	0.2475	Ha
structure (SMILES)	CC(C)C1=CC(Oc2c(Cl)cc(NC(=O)C(=O)O)cc2Cl)=NNC1

These are the Löwdin partial charges, in e, on atoms 1 to 5:
1. O 0.085
2. O 0.098
3. Cl 0.800
4. Cl 0.760
5. N 0.087

Record 2
DFT (ωB97M-V with the def2-TZVPD basis set) results for a molecular structure, C15H15ClO in a non-equilibrium geometry.

```
! RIJCOSX wB97M-V def2-TZVPD def2/J DEFGRID3
* xyz 0 1
Cl -0.54 -3.97 0.84
C 4.32 2.76 2.46
O 3.58 1.73 3.16
C 2.65 1.00 2.46
C 1.88 0.05 3.19
C 0.86 -0.66 2.56
C 0.56 -0.47 1.20
C -0.41 -1.34 0.63
C -1.26 -0.97 -0.48
C -2.02 -2.00 -1.07
C -2.79 -1.80 -2.18
C -2.84 -0.54 -2.79
C -3.66 -0.33 -4.03
C -2.09 0.51 -2.23
C -1.34 0.32 -1.08
C 1.31 0.48 0.47
C 2.33 1.19 1.09
H 5.01 3.15 3.21
H 4.89 2.34 1.63
H 3.66 3.54 2.09
H 2.06 -0.07 4.25
H 0.32 -1.41 3.11
H -0.69 -2.29 1.22
H -1.90 -2.99 -0.65
H -3.35 -2.63 -2.58
H -3.30 0.53 -4.62
H -3.70 -1.25 -4.65
H -4.71 -0.11 -3.76
H -2.12 1.48 -2.71
H -0.77 1.16 -0.69
H 1.16 0.62 -0.58
H 2.90 1.95 0.52
*
```

Values from the calculation:
strongest force on any atom	2.7	eV/Å
highest occupied orbital energy	-7.80	eV
gap between HOMO and LUMO	0.2214	Ha

These are the Löwdin partial charges, in e, on atoms 1 to 5:
1. Cl -0.066
2. C -0.057
3. O -0.076
4. C -0.225
5. C 0.024

Record 3
DFT (ωB97M-V with the def2-TZVPD basis set) results for a molecular structure, C15H15CuN3O4S.

```
! RIJCOSX wB97M-V def2-TZVPD def2/J DEFGRID3
* xyz -1 1
Cu -0.70 0.12 -1.47
C -1.70 -1.65 2.44
C -1.66 -0.98 1.10
N -0.61 -0.52 0.53
N 0.61 -0.66 1.13
C 1.55 -0.54 0.19
O 1.38 -0.49 -1.05
C 2.97 -0.55 0.71
C 4.02 -0.60 -0.19
C 5.33 -0.59 0.25
C 5.60 -0.53 1.61
C 4.55 -0.48 2.52
C 3.24 -0.50 2.08
C -2.91 -0.80 0.31
C -4.17 -0.92 0.88
C -5.29 -0.72 0.09
C -5.12 -0.41 -1.25
C -3.83 -0.31 -1.74
N -2.75 -0.52 -1.00
H -0.68 -1.87 2.75
H -2.28 -2.57 2.40
H -2.16 -1.01 3.19
H 3.78 -0.63 -1.25
H 6.15 -0.62 -0.46
H 6.63 -0.52 1.97
H 4.76 -0.43 3.59
H 2.41 -0.46 2.77
H -4.27 -1.14 1.93
H -6.28 -0.80 0.52
H -5.97 -0.23 -1.90
H -3.64 -0.04 -2.78
C 1.03 2.87 -2.44
S -0.73 2.65 -2.52
O -1.24 3.76 -3.31
O -0.91 1.33 -3.19
O -1.19 2.59 -1.14
H 1.39 3.11 -3.44
H 1.50 1.96 -2.06
H 1.23 3.70 -1.76
*
```

Values from the calculation:
strongest force on any atom	0.6	eV/Å
highest occupied orbital energy	-3.86	eV
gap between HOMO and LUMO	0.2489	Ha

These are the Löwdin partial charges, in e, on atoms 1 to 5:
1. Cu 0.334
2. C -0.045
3. C -0.272
4. N 0.007
5. N 0.060

Record 4
DFT (ωB97M-V with the def2-TZVPD basis set) results for a molecular structure, C15H15CuO4SSe4.

```
! RIJCOSX wB97M-V def2-TZVPD def2/J DEFGRID3
* xyz -2 1
Cu 1.10 0.20 0.74
Se 3.19 0.63 1.80
Se 3.11 2.86 1.05
Se 1.05 3.63 1.87
Se -0.47 2.12 0.90
C -2.37 -6.03 1.47
C -2.48 -4.62 0.96
C -2.65 -4.36 -0.39
C -2.66 -3.06 -0.88
C -2.52 -2.01 0.01
C -2.36 -2.24 1.37
C -2.35 -3.54 1.83
S -2.39 -0.34 -0.64
C -4.00 0.21 -0.04
O -2.56 -0.45 -2.13
H -2.57 -6.75 0.68
H -3.07 -6.22 2.29
H -1.36 -6.22 1.85
H -2.72 -5.19 -1.09
H -2.75 -2.84 -1.93
H -2.19 -1.41 2.05
H -2.19 -3.72 2.89
H -4.77 -0.45 -0.44
H -4.13 1.23 -0.40
H -4.00 0.20 1.05
O 1.43 -0.19 -2.45
C 2.39 -1.11 -2.27
C 3.56 -0.98 -3.01
C 4.58 -1.91 -2.87
C 4.45 -2.98 -2.00
C 3.28 -3.11 -1.27
C 2.24 -2.19 -1.38
C 0.98 -2.38 -0.57
O 0.67 -3.52 -0.21
O 0.28 -1.32 -0.36
H 0.76 -0.33 -1.75
H 3.66 -0.13 -3.67
H 5.49 -1.78 -3.45
H 5.25 -3.70 -1.88
H 3.13 -3.93 -0.57
*
```

Values from the calculation:
strongest force on any atom	0.4	eV/Å
highest occupied orbital energy	-0.75	eV
gap between HOMO and LUMO	0.1928	Ha

These are the Löwdin partial charges, in e, on atoms 1 to 5:
1. Cu -0.314
2. Se -0.075
3. Se -0.231
4. Se -0.244
5. Se -0.115

Record 5
DFT (ωB97M-V with the def2-TZVPD basis set) results for a molecular structure, C15H15MgN7O4S in a non-equilibrium geometry.

```
! RIJCOSX wB97M-V def2-TZVPD def2/J DEFGRID3
* xyz 0 1
Mg -13.67 8.57 -3.39
O -14.01 12.71 -2.63
C -14.08 11.54 -3.03
O -13.63 10.45 -2.42
C -14.74 11.23 -4.36
C -15.34 12.10 -5.25
C -16.01 11.55 -6.38
C -15.97 10.20 -6.61
C -15.22 9.39 -5.70
N -14.64 9.95 -4.69
C -15.12 7.88 -5.78
O -15.75 7.30 -6.69
O -14.32 7.38 -4.85
H -15.35 13.18 -5.02
H -16.64 12.20 -7.02
H -16.62 9.73 -7.40
N -14.38 7.01 1.88
C -14.60 6.68 0.54
C -14.73 7.73 -0.44
N -14.56 7.42 -1.74
C -14.68 6.12 -2.11
C -14.62 5.19 -1.14
N -14.61 5.39 0.16
H -15.10 7.68 2.22
H -14.38 6.15 2.44
H -14.87 8.77 -0.12
H -14.71 5.91 -3.21
H -14.58 4.19 -1.45
C -9.53 4.76 -0.64
C -9.68 5.10 -2.07
C -10.12 6.51 -2.30
N -11.30 6.76 -2.82
N -11.64 8.07 -2.79
C -10.71 8.83 -2.20
N -10.91 10.12 -1.79
S -9.20 7.97 -1.93
H -9.10 3.75 -0.54
H -10.47 4.79 -0.04
H -8.84 5.37 -0.06
H -10.43 4.52 -2.60
H -8.72 5.13 -2.57
H -11.89 10.50 -2.00
H -10.19 10.71 -1.45
*
```

Values from the calculation:
strongest force on any atom	3.0	eV/Å
highest occupied orbital energy	-9.19	eV
gap between HOMO and LUMO	0.3290	Ha

These are the Löwdin partial charges, in e, on atoms 1 to 5:
1. Mg 0.716
2. O 0.040
3. C -0.525
4. O -0.165
5. C -0.163

Record 6
DFT (ωB97M-V with the def2-TZVPD basis set) results for a molecular structure, C15H15N2O5Pb in a non-equilibrium geometry.

```
! RIJCOSX wB97M-V def2-TZVPD def2/J DEFGRID3
* xyz 1 1
Pb -0.98 0.02 0.26
C -4.20 1.22 1.70
C -3.16 1.07 2.67
C -2.05 1.71 2.20
C -2.41 2.29 0.86
C -3.73 1.95 0.60
H -5.21 0.85 1.82
H -3.25 0.55 3.61
H -1.13 1.91 2.73
H -1.82 3.02 0.33
H -4.30 2.22 -0.27
N -4.02 -3.17 -1.16
C -3.06 -2.41 -0.63
O -3.17 -1.20 -0.50
C -1.80 -3.15 -0.15
C -0.55 -2.34 -0.30
H -4.89 -2.74 -1.44
H -3.93 -4.16 -1.26
H -1.70 -4.07 -0.72
H -1.98 -3.42 0.89
H -0.18 -2.23 -1.32
H 0.24 -2.57 0.41
O 0.93 -0.11 1.66
C 2.12 0.11 1.37
C 2.67 0.54 0.13
C 4.07 0.72 0.11
C 4.70 1.17 -1.01
C 3.97 1.47 -2.18
C 2.62 1.30 -2.19
C 1.91 0.82 -1.06
O 0.63 0.65 -1.17
N 6.16 1.35 -1.00
O 6.75 1.06 0.02
O 6.67 1.75 -2.03
H 2.86 -0.05 2.17
H 4.66 0.52 0.99
H 4.51 1.83 -3.05
H 2.03 1.52 -3.07
*
```

Values from the calculation:
strongest force on any atom	1.3	eV/Å
highest occupied orbital energy	-11.50	eV
gap between HOMO and LUMO	0.2025	Ha

These are the Löwdin partial charges, in e, on atoms 1 to 5:
1. Pb 1.682
2. C -0.023
3. C -0.105
4. C -0.178
5. C -0.158

Record 7
DFT (ωB97M-V with the def2-TZVPD basis set) results for C15H15N3O3S3 in the gas phase in a non-equilibrium geometry.

```
! RIJCOSX wB97M-V def2-TZVPD def2/J DEFGRID3
* xyz 0 1
C -3.20 -0.62 2.24
C -3.45 -0.87 0.79
C -4.30 -1.87 0.35
C -4.51 -2.10 -1.01
C -3.87 -1.34 -1.97
C -3.02 -0.34 -1.54
C -2.81 -0.10 -0.17
N -1.95 0.94 0.10
C -1.48 1.45 -0.97
N -0.60 2.50 -1.03
C 0.36 2.89 -0.14
O 1.02 3.88 -0.35
C 0.64 1.96 1.03
N 1.86 1.21 0.74
S 1.69 0.28 -0.66
O 1.90 1.06 -1.84
O 0.48 -0.46 -0.54
C 3.05 -0.85 -0.49
C 3.19 -1.84 0.43
C 4.39 -2.56 0.26
C 5.12 -2.09 -0.79
S 4.36 -0.77 -1.59
H 6.07 -2.45 -1.15
H 4.70 -3.38 0.88
H 2.46 -2.03 1.19
C 3.08 1.99 0.73
H 3.07 2.76 -0.04
H 3.91 1.31 0.56
H 3.20 2.46 1.71
H -0.17 1.24 1.17
H 0.80 2.54 1.94
H -0.55 2.99 -1.92
S -2.07 0.77 -2.49
H -4.03 -1.52 -3.02
H -5.19 -2.89 -1.32
H -4.82 -2.48 1.07
H -3.30 0.44 2.46
H -2.18 -0.90 2.49
H -3.89 -1.18 2.87
*
```

Values from the calculation:
strongest force on any atom	1.1	eV/Å
highest occupied orbital energy	-8.32	eV
gap between HOMO and LUMO	0.3197	Ha
structure (SMILES)	Cc1cccc2sc(NC(=O)CN(C)S(=O)(=O)c3cccs3)nc12

These are the Löwdin partial charges, in e, on atoms 1 to 5:
1. C -0.039
2. C -0.214
3. C -0.048
4. C -0.088
5. C -0.098

Record 8
DFT (ωB97M-V with the def2-TZVPD basis set) results for C15H15N5O4S in the gas phase in a non-equilibrium geometry.

```
! RIJCOSX wB97M-V def2-TZVPD def2/J DEFGRID3
* xyz 0 1
C -1.75 5.27 0.39
H -2.45 5.82 1.02
H -2.26 4.95 -0.52
H -0.90 5.92 0.14
O -1.34 4.17 1.17
C -0.44 3.30 0.65
C 0.11 3.39 -0.62
C 1.02 2.44 -1.06
C 1.37 1.41 -0.22
C 0.84 1.30 1.05
C -0.07 2.23 1.51
O -0.66 2.23 2.72
C -0.36 1.18 3.62
H -0.92 1.40 4.52
H -0.68 0.21 3.22
H 0.71 1.15 3.85
H 1.18 0.48 1.67
S 2.53 0.18 -0.79
O 2.70 -0.82 0.22
O 3.68 0.81 -1.36
N 1.74 -0.48 -2.13
C 0.71 -1.39 -2.07
C 0.03 -1.59 -0.87
C -1.01 -2.50 -0.81
C -1.43 -3.20 -1.94
C -0.76 -2.98 -3.13
C 0.30 -2.10 -3.20
H 0.82 -1.95 -4.14
H -1.07 -3.52 -4.02
H -2.26 -3.88 -1.87
N -1.66 -2.71 0.41
C -1.22 -2.50 1.67
N -2.18 -2.81 2.50
N -3.21 -3.20 1.75
N -2.92 -3.15 0.52
H -0.24 -2.18 1.94
H 0.34 -1.05 0.00
H 2.26 -0.41 -2.99
H 1.46 2.50 -2.04
H -0.16 4.20 -1.28
*
```

Values from the calculation:
strongest force on any atom	1.6	eV/Å
highest occupied orbital energy	-8.74	eV
gap between HOMO and LUMO	0.3360	Ha
structure (SMILES)	COc1ccc(S(=O)(=O)Nc2cccc(-n3cnnn3)c2)cc1OC

These are the Löwdin partial charges, in e, on atoms 1 to 5:
1. C -0.070
2. H 0.097
3. H 0.099
4. H 0.099
5. O -0.050